49
Properties=species:S:1:pos:R:3:forces:R:3 method="wB97M-V/def2-TZVPD" e_tot_ev=-114698.813 spin_multiplicity=3 total_charge=+2 max_force_ev_per_a=1.785 s2=2.117
W 0.071 -0.430 -0.717 -0.2 1.7 -0.5
Se -0.971 -0.938 1.356 0.2 -0.1 0.3
S -1.472 1.117 -1.645 0.3 -0.5 -0.3
F -3.404 5.453 0.247 -0.1 0.1 0.1
F 0.584 1.742 0.300 -0.2 0.0 0.0
F 0.613 3.798 2.109 0.0 0.2 0.0
F -3.493 3.331 -1.437 -0.1 0.1 0.0
F -1.377 5.702 2.048 0.0 -0.1 -0.1
C -2.446 4.557 0.286 0.2 -0.3 -0.1
C 0.074 -2.407 -2.106 0.4 0.1 0.1
C -2.493 3.465 -0.586 0.5 -0.1 0.3
C 2.212 -1.502 -1.223 -0.1 -0.3 -0.4
C 1.978 0.931 3.651 0.1 -0.1 0.0
C -1.479 2.501 -0.566 0.3 0.2 0.6
C -1.129 -4.229 -0.822 0.1 0.1 -0.2
C 1.189 -0.474 -3.175 0.0 -0.3 0.4
C -1.402 4.691 1.208 0.0 -0.4 -0.3
C 1.161 -2.460 -1.181 0.3 -0.3 -0.6
C 0.005 -0.128 2.811 0.3 0.0 -0.2
C -0.611 -0.007 4.054 -0.3 -0.1 -0.4
C 1.315 0.302 2.615 0.1 -0.1 -0.2
C -0.443 2.682 0.345 -0.4 0.0 -0.3
C 0.121 -1.378 -3.090 0.4 -0.2 0.2
C 3.397 0.432 -2.377 0.1 0.3 0.1
C 1.368 1.071 4.892 -0.1 0.0 -0.1
C -2.395 -2.646 -2.309 0.1 -0.1 0.1
C -1.067 -3.396 -2.103 -0.4 -0.1 0.2
C -0.379 3.736 1.236 0.0 -0.3 -0.1
C 2.248 -0.500 -2.237 -0.4 -0.4 0.2
C 0.081 0.592 5.094 0.1 0.0 0.0
H -0.246 -4.850 -0.699 0.1 -0.1 0.1
H 2.980 1.302 3.508 0.1 0.0 0.0
H -3.223 -3.312 -2.087 -0.1 0.0 0.0
H -0.632 -1.352 -3.868 -0.2 0.1 0.2
H -0.922 -4.076 -2.953 0.1 0.1 0.1
H 3.084 -1.647 -0.585 -0.3 0.2 0.1
H -1.620 -0.369 4.197 0.0 0.0 0.1
H 4.091 0.039 -3.125 0.0 -0.1 0.0
H -1.982 -4.901 -0.870 0.0 0.0 0.0
H 1.265 -3.314 -0.512 -0.3 0.4 0.1
H 3.948 0.551 -1.446 0.0 0.0 0.0
H -0.388 0.692 6.061 -0.1 0.0 0.1
H 1.907 1.541 5.702 0.0 0.0 0.0
H -2.529 -2.300 -3.330 0.0 0.1 0.0
H -1.251 -3.580 0.053 0.0 -0.2 0.0
H 1.233 0.217 -4.011 -0.1 0.1 0.2
H 1.813 0.129 1.657 0.0 0.1 0.3
H -2.462 -1.785 -1.628 -0.1 -0.2 -0.1
H 3.076 1.408 -2.737 0.0 0.0 0.0

---

14
Properties=species:S:1:pos:R:3:forces:R:3 method="wB97M-V/def2-TZVPD" e_tot_ev=-9175.044 spin_multiplicity=1 total_charge=+1 max_force_ev_per_a=2.406 de_lowest_kcal_mol=80.07
N -1.932 -0.197 0.062 -0.9 0.3 -0.4
N 1.847 0.806 0.365 0.6 0.3 0.3
N 0.652 0.484 -0.081 -0.7 1.8 -0.9
N -0.248 1.360 -0.102 2.2 0.8 0.6
C -1.563 0.975 -0.235 -0.9 -1.0 -0.2
C 0.348 -0.861 -0.517 -0.8 -1.3 0.3
C -0.883 -1.101 0.375 0.6 -0.3 0.0
H -0.602 -0.745 1.375 0.1 -0.9 0.5
H -2.278 1.756 -0.426 0.0 0.3 -0.2
H -1.225 -2.132 0.381 0.1 0.0 0.0
H 1.177 -1.542 -0.327 -0.1 0.2 0.1
H 0.079 -0.865 -1.579 0.1 0.2 0.1
H 1.967 1.770 0.666 -0.2 -0.1 -0.2
H 2.658 0.292 0.044 -0.3 -0.2 -0.1

---

13
Properties=species:S:1:pos:R:3:forces:R:3 method="wB97M-V/def2-TZVPD" e_tot_ev=-7797.390 spin_multiplicity=1 max_force_ev_per_a=0.338 de_lowest_kcal_mol=52.00
O 0.005 -1.389 0.600 0.1 -0.2 0.0
N -0.015 1.333 -0.983 0.0 0.0 -0.3
C -1.133 -0.706 0.105 -0.2 0.1 -0.1
C 0.716 0.811 0.163 0.1 -0.1 0.2
C 1.128 -0.657 0.143 0.3 0.1 -0.1
C -0.767 0.773 0.130 -0.3 0.0 0.2
H 1.979 -0.880 0.790 -0.1 0.1 0.0
H -1.368 -1.038 -0.923 0.0 0.1 0.2
H -1.973 -0.952 0.756 0.0 0.1 -0.1
H 1.303 1.533 0.723 -0.1 -0.1 0.0
H 0.019 0.694 -1.773 0.0 0.0 0.1
H -1.408 1.460 0.670 0.1 0.0 0.0
H 1.373 -0.974 -0.880 0.1 0.1 0.0